No. 1
A structure of composition C42H43As2N6O3SSeTb, computed with the ωB97M-V functional and the def2-TZVPD basis.

```
! wB97M-V def2-TZVPD RIJCOSX def2/J DEFGRID3
* xyz 2 7
Tb -5.201 5.289 20.853
C -4.604 4.643 25.062
As -6.154 4.647 23.828
C -7.586 5.213 24.979
C -6.465 2.699 23.904
C -6.179 1.989 25.036
C -6.569 0.669 25.226
C -7.328 0.096 24.240
C -7.623 0.774 23.055
C -7.221 2.110 22.905
As -7.562 3.085 21.243
C -9.328 3.731 21.664
C -7.949 1.678 20.018
H -3.887 5.458 25.055
H -4.118 3.656 24.935
H -5.012 4.535 26.047
H -7.463 4.691 25.949
H -8.552 4.846 24.555
H -7.591 6.281 25.110
H -5.639 2.463 25.866
H -6.302 0.173 26.171
H -7.655 -0.969 24.329
H -8.242 0.251 22.323
H -10.037 3.345 21.069
H -9.288 4.816 21.549
H -9.586 3.438 22.679
H -8.866 1.171 20.296
H -7.166 0.930 19.987
H -8.111 2.150 19.059
O -1.200 5.552 22.275
C -2.318 5.155 22.208
O -3.415 5.861 21.989
C -2.589 3.659 22.302
C -1.693 2.812 22.972
C -2.053 1.502 23.176
C -3.213 1.004 22.612
C -4.032 1.904 21.923
N -3.737 3.207 21.772
H -0.707 3.230 23.261
H -1.438 0.808 23.709
H -3.431 -0.019 22.685
H -4.924 1.539 21.439
Se -3.223 13.259 20.253
N -2.757 11.788 19.345
C -3.501 10.828 19.817
C -3.378 9.474 19.261
C -2.528 9.247 18.228
C -2.402 7.962 17.781
C -3.104 6.929 18.400
N -3.950 7.174 19.407
C -4.103 8.442 19.854
C -5.045 8.749 20.972
N -5.747 7.653 21.398
C -6.795 7.924 22.185
C -7.147 9.214 22.499
C -6.331 10.281 22.233
C -5.200 10.055 21.418
C -4.400 11.136 20.867
N -4.427 12.379 21.291
H -1.994 10.095 17.822
H -1.809 7.706 16.918
H -3.021 5.922 18.073
H -7.327 6.997 22.490
H -8.066 9.293 23.004
H -6.619 11.278 22.570
N -7.099 6.159 19.113
H -6.304 6.545 18.590
H -7.763 6.913 19.407
H -7.505 5.570 18.436
O -4.753 4.262 18.839
S -4.826 3.020 17.930
C -4.694 3.708 16.270
C -5.913 4.569 15.955
C -5.678 5.894 15.519
C -6.733 6.691 15.156
C -8.035 6.219 15.212
C -8.229 4.893 15.663
C -7.192 4.026 15.986
C -3.194 2.177 18.227
C -2.007 2.462 17.371
C -1.549 1.490 16.471
C -0.375 1.738 15.815
C 0.305 2.978 15.936
C -0.194 3.932 16.789
C -1.372 3.657 17.500
H -4.754 2.783 15.649
H -3.725 4.165 16.246
H -4.669 6.265 15.388
H -6.579 7.712 14.837
H -8.900 6.848 15.011
H -9.211 4.511 15.764
H -7.374 3.001 16.347
H -3.401 1.084 18.219
H -3.084 2.486 19.306
H -2.039 0.512 16.445
H 0.051 1.050 15.104
H 1.186 3.141 15.345
H 0.370 4.867 16.923
H -1.742 4.355 18.246
*
```

expectation value of S² = 12.68
electronic energy = -279619.523 eV
gap between HOMO and LUMO (alpha / beta) = 8.24 / 8.25 eV

Atomic partial charges in e from the Mulliken method, atoms 1 to 6:
1. Tb -0.032
2. C -1.550
3. As 1.267
4. C -1.142
5. C -0.037
6. C -0.524



No. 2
A structure of composition C33H32N4O2STl, computed with the ωB97M-V functional and the def2-TZVPD basis.

```
! wB97M-V def2-TZVPD RIJCOSX def2/J DEFGRID3
* xyz 3 1
Tl 1.493 -0.988 0.039
C 3.188 1.541 -0.568
N 1.824 1.341 -0.038
C 0.805 1.785 -1.002
C 0.732 0.880 -2.218
C 0.279 1.366 -3.431
C 0.197 0.512 -4.520
C 0.591 -0.812 -4.379
C 1.037 -1.236 -3.148
N 1.101 -0.404 -2.095
C 1.654 1.895 1.319
C 1.151 0.937 2.390
C 0.731 1.456 3.604
C 0.407 0.596 4.638
C 0.499 -0.777 4.438
C 0.897 -1.229 3.202
N 1.222 -0.387 2.205
C 4.189 0.506 -0.092
C 5.532 0.822 0.009
C 6.442 -0.167 0.351
C 5.985 -1.455 0.600
C 4.634 -1.701 0.496
N 3.758 -0.741 0.153
H 3.553 2.541 -0.321
H 3.145 1.483 -1.658
H 1.006 2.808 -1.334
H -0.162 1.780 -0.499
H 0.002 2.408 -3.520
H -0.156 0.880 -5.475
H 0.565 -1.503 -5.210
H 1.370 -2.254 -2.992
H 1.001 2.771 1.294
H 2.630 2.243 1.666
H 0.672 2.529 3.733
H 0.090 0.989 5.595
H 0.265 -1.481 5.224
H 0.974 -2.290 2.995
H 5.861 1.834 -0.186
H 7.496 0.065 0.427
H 6.660 -2.253 0.873
H 4.232 -2.686 0.699
O -0.789 -0.788 -0.011
S -1.888 -1.250 0.984
C -2.679 -2.691 0.206
C -3.224 -2.450 -1.167
C -2.379 -2.443 -2.274
C -2.890 -2.221 -3.542
C -4.251 -2.002 -3.714
C -5.100 -2.013 -2.616
C -4.587 -2.237 -1.347
C -3.196 -0.028 0.795
C -2.787 1.305 1.354
C -2.522 2.364 0.492
C -2.193 3.616 0.997
C -2.130 3.814 2.370
C -2.408 2.762 3.235
C -2.733 1.512 2.730
H -3.454 -2.981 0.921
H -1.911 -3.467 0.231
H -1.320 -2.644 -2.144
H -2.238 -2.247 -4.405
H -4.654 -1.845 -4.706
H -6.162 -1.865 -2.750
H -5.260 -2.270 -0.497
H -4.042 -0.459 1.340
H -3.445 0.011 -0.266
H -2.634 2.222 -0.579
H -2.031 4.447 0.322
H -1.910 4.797 2.766
H -2.407 2.928 4.305
H -2.985 0.706 3.410
O 1.303 -4.649 0.141
C 1.352 -3.537 0.155
*
```

electronic energy = -60299.210 eV
gap between HOMO and LUMO = 6.75 eV

Atomic partial charges in e from the Mulliken method, atoms 1 to 6:
1. Tl 2.438
2. C -1.329
3. N 0.128
4. C -0.725
5. C 0.705
6. C -0.968



Table of strongest force on any atom (hartree/bohr), in record order: 0.07390; 0.01158